(1)
The molecule C12H21N7O3 at a distorted geometry. Source: the OMol25 dataset; level of theory: ωB97M-V with the def2-TZVPD basis set.

```
43
Properties=species:S:1:pos:R:3:forces:R:3:mulliken_charge:R:1
H -4.6343 -1.1331 -6.1994 -0.4 -0.4 -0.3 0.19
N -4.1278 -0.3174 -6.5072 -0.1 0.1 0.5 -0.80
C -3.2970 -0.0240 -5.5755 -0.7 -2.7 -0.1 0.47
N -2.5818 1.0947 -5.6792 1.2 1.6 0.9 -0.41
N -2.9993 -0.8742 -4.4793 0.4 2.1 -1.7 -0.23
C -2.5089 -0.3294 -3.2499 -1.4 -0.6 2.4 -0.72
C -1.0653 -0.6330 -2.9988 0.1 0.0 -1.3 -0.78
C -0.4611 -0.0568 -1.7566 0.8 -0.9 -0.3 -0.48
C -1.1949 -0.4676 -0.4459 1.7 0.2 0.1 -0.32
N -0.5174 0.0748 0.7443 -0.6 0.9 0.5 -0.16
C 0.7557 -0.1244 1.0883 0.2 -0.7 0.0 0.16
O 1.4760 -0.9444 0.5323 0.6 -0.5 -0.4 -0.83
C 1.2816 0.7000 2.2413 -0.8 -0.5 0.6 0.42
N 0.1464 1.2895 2.9517 1.9 3.3 -0.1 -0.74
C 2.2828 -0.0123 3.1203 0.6 -2.4 0.0 -0.39
C 3.0873 0.8857 3.9499 0.3 1.8 1.1 0.20
C 4.4338 0.8426 4.2377 0.3 -0.4 0.5 -0.47
N 4.6468 1.8919 5.1211 -2.2 0.2 -0.4 -0.04
C 3.4637 2.5620 5.3239 -0.5 -2.2 -2.2 -0.37
N 2.4939 1.9855 4.5874 1.6 0.1 1.0 -0.44
C -1.3725 -1.9939 -0.4306 -1.5 -0.2 -0.4 0.40
O -2.4684 -2.4623 -0.7275 1.8 0.5 0.6 -0.61
O -0.3257 -2.7636 -0.1628 -1.2 -1.1 -0.3 -0.52
H -1.6119 1.0120 -5.4970 0.9 -0.1 0.6 0.17
H -2.6843 1.5257 -6.5547 -0.6 0.6 -1.2 0.32
H -3.6702 -1.5856 -4.4239 -0.8 -1.1 0.4 0.23
H -3.0481 -0.8412 -2.4208 0.0 0.2 -0.5 0.37
H -2.7876 0.7253 -3.0806 0.4 -0.1 -0.5 0.32
H -0.8799 -1.6885 -3.0776 -0.3 -0.8 0.2 0.31
H -0.5561 -0.2718 -3.8850 0.7 0.4 -0.1 0.44
H 0.5968 -0.4389 -1.7949 -0.9 0.7 0.7 0.24
H -0.4910 0.9993 -1.9475 0.2 0.8 0.7 0.46
H -2.1683 -0.0357 -0.3856 -0.7 0.1 -0.3 0.47
H -0.9350 0.8481 1.2987 0.1 -0.8 -0.6 0.41
H 1.9213 1.4181 1.7898 0.0 1.4 -0.6 0.31
H -0.3543 0.6217 3.4685 -0.5 -1.0 1.0 0.24
H 0.5506 2.0446 3.5994 -1.0 -1.7 -1.0 0.35
H 1.7948 -0.7860 3.7701 0.2 0.6 -0.5 0.23
H 3.0462 -0.5554 2.5187 -0.9 0.1 0.0 0.20
H 5.2496 0.1040 4.0128 -1.2 1.0 0.1 0.36
H 5.4769 2.1960 5.5262 1.6 0.2 0.6 0.13
H 3.3561 3.4289 5.9402 0.1 0.2 0.2 0.46
H 0.5171 -2.3309 0.0096 0.5 1.2 0.2 0.45
```
Positions in Å, forces in eV/Å.

The calculation puts the LUMO energy at 0.522 eV. The HOMO energy comes out at -8.603 eV. The total charge is 0. For the energy above the lowest of the compared OMol25 structures with the same formula, charge and spin, the calculation gives 97.8 kJ/mol. The orbital gap is 9.13 eV. The structure (SMILES) is [H]/N=C(/N)NCCC[C@H](NC(=O)[C@@H](N)Cc1c[nH]cn1)C(=O)O.

(2)
A structure of composition C32H22F3GeN2O3S3Tc. Source: the OMol25 dataset; level of theory: ωB97M-V with the def2-TZVPD basis set.

```
67
Properties=species:S:1:pos:R:3:forces:R:3:mulliken_charge:R:1
Tc 2.1810 0.4030 1.0422 -0.1 0.1 0.1 -0.07
F 7.0003 1.5958 5.0142 0.0 0.0 0.0 -0.30
C 6.0263 1.8805 4.1303 0.0 0.0 0.0 0.57
F 5.2101 2.7720 4.7145 0.0 0.0 0.0 -0.22
F 6.6065 2.4949 3.0870 0.0 0.0 0.0 -0.22
C 5.2904 0.6405 3.7074 0.0 0.0 0.0 -0.12
C 5.6589 -0.6083 4.1772 0.0 0.0 0.0 -0.10
C 4.9724 -1.7398 3.7592 0.0 0.0 0.0 -0.93
C 3.9280 -1.5839 2.8679 0.0 0.0 0.0 -0.38
N 3.5702 -0.3838 2.4195 0.0 0.0 0.0 0.01
C 4.2190 0.7302 2.8176 0.0 0.0 0.0 0.83
S 3.4977 2.1084 2.0282 0.0 0.0 0.0 -0.39
H 6.4856 -0.6934 4.8687 0.0 0.0 0.0 0.51
H 5.2458 -2.7232 4.1106 0.0 0.0 0.0 0.39
H 3.3560 -2.4222 2.4920 0.0 0.0 0.0 0.54
O -0.7098 1.4864 -2.0297 0.0 0.0 0.0 -0.63
C 0.3934 1.2891 -1.6009 0.0 0.0 0.0 0.79
O 0.5895 1.1091 -0.2679 -0.1 0.0 0.0 -0.37
C 1.6160 1.2400 -2.4459 0.0 0.0 0.0 0.35
C 1.4823 1.9305 -3.6541 0.0 0.0 0.0 -0.72
C 2.4910 1.9422 -4.5941 0.0 0.0 0.0 -0.70
C 3.6533 1.2265 -4.3426 0.0 0.0 0.0 -0.54
C 3.7921 0.5235 -3.1611 0.0 0.0 0.0 -0.94
C 2.7949 0.5209 -2.1819 0.0 0.0 0.0 0.79
S 3.2290 -0.4447 -0.7445 0.0 0.0 0.0 -0.46
H 0.5550 2.4570 -3.8335 0.0 0.0 0.0 0.47
H 2.3702 2.4953 -5.5154 0.0 0.0 0.0 0.40
H 4.4564 1.2139 -5.0681 0.0 0.0 0.0 0.39
H 4.6980 -0.0368 -2.9698 0.0 0.0 0.0 0.44
O -0.6910 1.4238 1.6670 0.0 0.0 0.0 -0.49
S 0.4589 0.6185 2.6376 0.0 0.0 -0.1 -0.05
N 0.3606 -0.4885 1.3408 0.0 0.0 0.0 -0.80
C -0.4678 0.5046 0.6181 0.1 0.1 0.0 1.24
Ge -2.1869 -0.1554 -0.1942 0.0 0.0 0.0 1.96
C -1.7050 -1.3775 -1.6234 -0.1 0.0 0.0 0.17
C -2.6888 -1.8664 -2.4820 0.0 0.0 0.0 -0.36
C -2.3635 -2.7521 -3.5002 0.0 0.0 0.0 -0.78
C -1.0500 -3.1665 -3.6674 0.0 0.0 0.0 -0.52
C -0.0651 -2.7027 -2.8077 0.0 0.0 0.0 -0.81
C -0.3927 -1.8173 -1.7905 0.0 0.0 0.0 0.01
C -3.3624 1.3132 -0.6568 0.0 0.0 0.0 0.45
C -3.8000 1.5142 -1.9636 0.0 0.0 0.0 -0.39
C -4.6444 2.5712 -2.2698 0.0 0.0 0.0 -0.77
C -5.0483 3.4503 -1.2745 0.0 0.0 0.0 -0.50
C -4.6044 3.2711 0.0272 0.0 0.0 0.0 -0.79
C -3.7697 2.2050 0.3346 0.0 0.0 0.0 -0.46
C -2.9661 -1.1713 1.2841 0.0 0.0 0.0 0.15
C -2.2861 -2.2760 1.8015 0.0 0.0 0.0 -0.32
C -2.8404 -3.0368 2.8200 0.0 0.0 0.0 -0.81
C -4.0887 -2.7097 3.3326 0.0 0.0 0.0 -0.43
C -4.7816 -1.6249 2.8183 0.0 0.0 0.0 -0.70
C -4.2236 -0.8628 1.7995 0.0 0.0 0.0 -0.55
H -3.7219 -1.5597 -2.3598 0.0 0.0 0.0 0.49
H -3.1370 -3.1189 -4.1629 0.0 0.0 0.0 0.41
H -0.7959 -3.8548 -4.4633 0.0 0.0 0.0 0.39
H 0.9613 -3.0273 -2.9256 0.0 0.0 0.0 0.48
H 0.3951 -1.4841 -1.1228 0.0 0.0 0.0 0.29
H -3.4615 0.8572 -2.7559 0.0 0.0 0.0 0.44
H -4.9791 2.7153 -3.2892 0.0 0.0 0.0 0.41
H -5.7021 4.2788 -1.5151 0.0 0.0 0.0 0.39
H -4.9062 3.9610 0.8049 0.0 0.0 0.0 0.39
H -3.4280 2.0771 1.3556 0.0 0.0 0.0 0.50
H -1.3120 -2.5425 1.4097 0.0 0.0 0.0 0.39
H -2.3003 -3.8898 3.2111 0.0 0.0 0.0 0.40
H -4.5223 -3.3039 4.1270 0.0 0.0 0.0 0.38
H -5.7599 -1.3711 3.2068 0.0 0.0 0.0 0.40
H -4.7826 -0.0247 1.4014 0.0 0.0 0.0 0.37
```
Positions in Å, forces in eV/Å.

The calculation puts the LUMO energy at -0.541 eV. The HOMO energy comes out at -7.989 eV. The total charge is 0. For the energy above the lowest of the compared OMol25 structures with the same formula, charge and spin, the calculation gives 0.0 kJ/mol. The orbital gap is 7.45 eV.

(3)
A structure of composition C26H27MoN7O11P2S3 at a distorted geometry. Source: the OMol25 dataset; level of theory: ωB97M-V with the def2-TZVPD basis set.

```
77
Properties=species:S:1:pos:R:3:forces:R:3:mulliken_charge:R:1
Mo 0.0194 0.8017 0.2686 -0.2 1.8 0.2 -1.09
N -3.0925 4.0021 -0.2310 0.1 0.1 0.0 -0.36
C -2.2631 3.0330 0.2365 -0.1 0.0 0.3 0.46
S -0.5510 3.3317 0.2143 0.1 -0.5 -0.2 -0.40
N -2.8052 1.9801 0.7589 0.1 0.0 -0.2 -1.33
N -1.8643 1.0747 1.2368 -0.6 -0.1 -0.1 1.30
C -2.3750 0.2398 2.0699 0.1 0.0 0.3 -0.63
C -1.6633 -0.7938 2.7881 -0.1 0.0 -0.2 0.43
C -2.3929 -1.6717 3.6000 -0.1 0.0 0.0 -0.59
C -1.7632 -2.6502 4.3342 0.0 -0.1 0.1 -0.93
C -0.3684 -2.7432 4.2904 -0.1 0.0 0.0 -0.60
C 0.3706 -1.8841 3.5061 0.1 0.0 0.0 -0.42
C -0.2654 -0.9178 2.7211 -0.1 0.3 -0.1 0.68
O 0.4542 -0.1187 1.9510 0.3 -0.6 0.4 0.15
H -2.6974 4.7043 -0.8287 0.0 0.0 -0.1 0.24
H -4.0473 3.7328 -0.4003 0.0 0.0 0.0 0.26
H -3.4385 0.3588 2.2578 0.0 0.0 0.1 0.35
H -3.4729 -1.5712 3.6353 0.0 0.0 0.0 0.43
H -2.3411 -3.3344 4.9420 0.0 0.0 0.0 0.43
H 0.1398 -3.5053 4.8693 0.0 0.0 0.0 0.43
H 1.4494 -1.9581 3.4440 0.0 0.0 0.0 0.39
C -0.8547 4.3019 -3.4013 0.0 0.0 0.0 -1.62
C -0.5070 2.9166 -3.9041 0.3 -0.3 0.3 0.82
O -0.9459 2.8048 -5.2560 -0.2 0.2 0.1 -0.64
P 1.3230 2.6403 -3.9007 0.1 0.0 -0.4 0.78
O 1.4583 1.3703 -4.8389 0.3 0.0 0.0 -0.67
O 1.9456 3.7956 -4.8234 -0.1 -0.1 0.1 -0.55
O 1.9827 2.5760 -2.5859 -0.1 0.0 0.1 -0.66
P -1.2106 1.4413 -3.0156 -0.2 -0.1 0.1 0.20
O -2.7425 1.8063 -2.7930 -0.1 -0.2 0.0 -0.74
O -0.9552 0.3563 -4.0188 0.1 0.0 0.1 -0.86
O -0.6701 1.1599 -1.6235 0.4 0.3 -0.5 1.58
H -0.5047 5.0243 -4.1398 0.0 0.0 0.0 0.47
H -0.3743 4.5017 -2.4433 -0.1 0.0 0.0 0.29
H -1.9377 4.3936 -3.3126 0.0 0.0 0.0 0.28
H -1.1233 1.8684 -5.4334 0.1 0.0 0.0 0.48
H 0.6883 0.7700 -4.7075 -0.1 0.0 0.0 0.51
H 2.4850 4.3660 -4.2611 0.0 0.0 -0.1 0.36
H -3.0888 1.2047 -2.0992 0.0 0.1 -0.1 0.42
C 3.4731 2.0685 4.0368 -0.1 -0.1 0.0 -0.89
N 3.5717 1.0600 2.9918 0.1 0.0 0.1 0.24
C 4.3564 -0.0848 3.0171 0.0 0.2 0.2 -0.59
C 4.1725 -0.7169 1.8518 -0.2 0.0 -0.2 -0.66
N 3.2750 0.0495 1.1069 0.1 -0.1 -0.1 0.68
C 2.8968 1.1326 1.8291 0.2 -0.3 0.2 0.15
S 1.7733 2.3305 1.4454 -0.1 -0.1 -0.4 -0.41
C 3.0258 -0.2027 -0.2705 0.0 0.1 0.1 -0.39
C 4.1007 -0.6454 -1.0131 0.2 0.0 0.0 -0.70
C 3.9043 -1.0282 -2.3279 0.0 0.0 0.0 -1.04
C 2.6254 -0.9763 -2.8278 -0.1 -0.1 0.0 -1.20
C 1.6170 -0.4680 -2.0318 0.0 0.2 -0.1 -1.21
N 1.7964 -0.0372 -0.7703 0.5 -0.4 -0.2 1.54
H 4.1761 1.8187 4.8262 0.0 0.0 0.0 0.35
H 2.4583 2.0984 4.4310 0.0 0.0 0.0 0.32
H 3.7093 3.0490 3.6288 0.0 0.0 0.0 0.37
H 4.9609 -0.3495 3.8671 -0.1 0.0 0.0 0.47
H 4.5481 -1.6591 1.4966 0.0 0.0 0.0 0.57
H 5.0823 -0.6649 -0.5623 0.0 0.0 0.0 0.65
H 4.7364 -1.3529 -2.9397 0.0 0.0 0.1 0.44
H 2.3829 -1.3108 -3.8256 0.0 0.1 0.0 0.53
H 0.6212 -0.3911 -2.4302 -0.1 0.0 0.1 1.35
O -3.0112 -0.5459 -0.9580 -0.1 0.3 0.0 -0.70
C -2.2155 -1.3259 -0.4868 0.5 0.0 -0.1 -0.46
N -0.8415 -1.1056 -0.3016 -0.4 -1.0 0.0 1.58
S -0.0974 -2.6010 -0.2391 0.0 0.1 -0.4 1.05
O 1.0293 -2.6150 0.6503 -0.1 0.1 0.2 -0.62
O 0.1325 -3.0955 -1.5726 0.0 0.1 0.1 -0.73
C -1.5217 -3.4523 0.3640 0.0 0.1 0.1 0.53
C -1.6444 -4.6808 0.9721 0.1 -0.1 0.0 -0.62
C -2.9317 -5.1059 1.2901 0.0 0.0 0.0 -0.57
C -4.0403 -4.3271 0.9719 0.0 0.0 0.0 -0.58
C -3.8907 -3.0998 0.3318 -0.2 -0.1 0.0 -0.62
C -2.6131 -2.6706 0.0437 0.1 0.0 0.1 -0.33
H -0.7742 -5.2833 1.2024 0.0 0.0 0.0 0.49
H -3.0697 -6.0563 1.7897 0.0 0.0 0.0 0.42
H -5.0303 -4.6784 1.2337 0.0 0.0 0.0 0.42
H -4.7441 -2.4845 0.0729 0.0 0.0 0.0 0.51
```
Positions in Å, forces in eV/Å.

The calculation puts the LUMO energy (spin up / spin down) at -0.654 / -0.563 eV. The HOMO energy (spin up / spin down) comes out at -7.471 / -7.936 eV. The total charge is 0. For the energy above the lowest of the compared OMol25 structures with the same formula, charge and spin, the calculation gives 0.0 kJ/mol. The orbital gap (spin up / spin down) is 6.82 / 7.37 eV. Its multiplicity is 3.

(4)
A cluster of 12 separate species, C4H28NO14 in total at a distorted geometry. Source: the OMol25 dataset; level of theory: ωB97M-V with the def2-TZVPD basis set.

```
47
Properties=species:S:1:pos:R:3:forces:R:3:mulliken_charge:R:1
C -0.9205 -0.0588 2.3744 5.2 0.8 -3.5 -0.09
N -0.8228 -0.8289 1.1894 -1.9 0.2 2.4 0.43
C -1.9801 -1.0594 -1.0543 0.3 -0.9 0.2 -1.38
C -1.0560 -0.2371 -0.0905 -0.3 1.2 -1.7 1.80
C 0.3132 -0.1181 -0.8079 0.2 0.8 0.3 0.26
O 1.1374 -1.0562 -0.7031 -0.3 0.5 0.4 -0.89
O 0.5383 0.9490 -1.4629 -0.3 -1.1 0.1 -1.00
O -0.8304 1.1531 2.1774 -1.7 0.5 1.1 -0.54
H -0.2476 -0.3700 3.2038 -1.5 -1.2 0.4 0.37
H -0.7241 -1.8175 1.2720 0.1 -0.4 -0.1 -0.23
H -2.6002 -0.6467 -1.8744 0.2 0.9 1.1 0.29
H -2.5957 -1.7046 -0.4157 -0.1 0.1 -0.3 0.36
H -1.3203 -1.6820 -1.6536 0.1 -0.6 0.2 0.31
H -1.4515 0.8055 0.0323 0.4 -1.1 0.3 -0.37
H 1.2216 -2.5574 0.1761 0.2 -0.2 0.6 0.36
H 1.6460 -3.9587 0.8836 0.1 0.6 -0.2 0.22
O 1.0954 -3.1644 0.9542 -0.5 -0.7 -1.0 -0.53
H 1.5783 -2.1323 2.3016 1.4 0.4 0.3 0.35
H 2.5084 -0.9430 2.0465 0.0 0.5 0.0 0.34
O 2.4135 -1.7033 2.6238 -0.9 -0.4 0.3 -0.70
H 0.5195 -3.2078 -1.5705 0.4 0.3 -1.8 0.27
H 1.0616 -1.9567 -2.2014 0.0 -1.0 -0.5 0.50
O 0.8101 -2.8753 -2.4707 -0.5 -0.1 1.6 -0.77
H 0.6101 2.1558 -0.2214 0.5 1.2 0.7 0.03
H -0.0540 3.4403 0.1522 -0.2 0.4 0.3 0.37
O 0.8042 3.0227 0.2476 -0.9 -1.0 -0.3 -0.60
H 3.2535 2.4565 -1.9372 0.4 0.4 0.2 0.38
H 1.8378 2.5862 -1.7075 0.0 0.5 0.4 0.27
O 2.6426 3.1026 -1.5395 0.4 -1.0 -1.0 -0.62
H 1.6943 2.0089 2.1312 -0.3 0.1 0.0 0.31
H 2.3102 1.4905 0.8815 0.2 0.2 -0.1 0.34
O 2.3008 1.3301 1.8284 0.3 -0.5 0.1 -0.64
H 2.2406 0.2603 -2.4328 1.2 0.2 -0.9 0.33
H 2.9523 -0.3434 -1.4466 1.1 -0.3 -0.1 0.41
O 3.1990 -0.0076 -2.3343 -2.1 0.3 0.9 -0.75
H -3.5175 3.0351 -1.2665 0.2 -0.4 -0.3 0.29
H -2.5514 1.8886 -1.1826 0.5 0.0 0.1 0.26
O -3.4163 2.1018 -1.5068 -1.6 0.1 0.3 -0.65
H -2.4806 1.4505 1.9259 -1.0 0.3 -0.4 0.32
H -3.9865 1.4834 1.2478 1.0 0.0 0.3 0.31
O -3.4562 1.3930 2.0610 -0.5 0.0 0.0 -0.71
H -0.7615 2.0914 -1.7924 -0.1 0.6 -0.6 0.46
H -0.2598 3.4699 -2.0966 -0.8 -0.2 0.0 0.34
O -1.1162 2.9874 -2.0431 1.6 0.1 0.2 -0.75
H -0.2306 -4.4630 1.8018 0.6 -0.1 -0.3 0.30
H -1.3165 -3.4725 1.9550 -0.1 -0.4 0.3 0.33
O -0.9922 -4.2980 2.3450 -0.9 0.3 0.2 -0.65
```
Positions in Å, forces in eV/Å.

The calculation puts the LUMO energy at 2.498 eV. The HOMO energy comes out at -7.460 eV. The total charge is -1. For the energy above the lowest of the compared OMol25 structures with the same formula, charge and spin, the calculation gives 293.6 kJ/mol. The orbital gap is 9.96 eV.

no.,DFT total energy (Ha)
1,-1078.91824
2,-5219.74579
3,-4163.74677
4,-1277.39714